1.
This record from OMol25 describes C4H11N3S in the gas phase in a non-equilibrium geometry. The level of theory is the ωB97M-V functional and the def2-TZVPD basis.

Results
- HOMO energy (eV) = -9.06
- multiplicity = 1
- SMILES = CNC[C@H](N)/C=N\S
- HOMO-LUMO gap (eV) = 9.8701

Cartesian coordinates (Å):
1 C 2.21 -1.51 0.26
2 N 1.45 -0.24 0.31
3 C 0.25 -0.28 -0.51
4 C -0.66 0.91 -0.31
5 N -0.03 2.25 -0.30
6 C -1.55 0.74 0.98
7 N -2.59 0.04 1.03
8 S -2.99 -0.87 -0.40
9 H 2.69 -1.78 -0.69
10 H 1.53 -2.33 0.53
11 H 2.96 -1.53 1.06
12 H 2.06 0.54 -0.02
13 H -0.32 -1.14 -0.18
14 H 0.49 -0.27 -1.60
15 H -1.36 0.86 -1.14
16 H 0.40 2.43 -1.21
17 H 0.81 2.25 0.29
18 H -1.29 1.42 1.80
19 H -4.06 -1.46 0.10

=====

2.
This record from OMol25 describes C7H7NO in the gas phase in a non-equilibrium geometry. The level of theory is the ωB97M-V functional and the def2-TZVPD basis.

Results
- HOMO energy (eV) = -7.73
- multiplicity = 1
- SMILES = C=c1ccn(C=O)c1=C
- HOMO-LUMO gap (eV) = 7.3247

Cartesian coordinates (Å):
1 C 3.03 0.18 -0.22
2 C 1.69 -0.10 -0.01
3 C 1.19 -1.38 0.23
4 C -0.22 -1.43 0.14
5 N -0.80 -0.24 -0.08
6 C -2.09 0.31 0.00
7 O -3.16 -0.31 -0.19
8 C 0.41 0.66 -0.10
9 C 0.15 2.04 0.26
10 H 3.33 1.23 -0.61
11 H 3.75 -0.52 -0.25
12 H 1.94 -2.31 0.53
13 H -0.81 -2.40 -0.07
14 H -2.20 1.39 0.07
15 H 0.92 2.82 0.05
16 H -1.01 2.16 0.65

=====

3.
This record from OMol25 describes 2 unconnected molecules or ions with the total composition C8H14 in a non-equilibrium geometry. The level of theory is the ωB97M-V functional and the def2-TZVPD basis.

Results
- HOMO energy (spin up / spin down) (eV) = -6.89 / -8.30
- multiplicity = 1
- HOMO-LUMO gap (spin up / spin down) (eV) = 6.9397 / 9.2695

Cartesian coordinates (Å):
1 C -1.45 -0.06 -0.19
2 C -2.62 0.47 -0.43
3 C 1.32 -0.76 -0.17
4 C 1.82 0.40 -0.04
5 C -3.99 0.11 0.22
6 C 1.16 -2.19 -0.06
7 C 3.36 0.55 -0.11
8 C 0.84 1.60 0.03
9 H -1.12 -0.79 0.57
10 H -2.67 1.48 -0.83
11 H -4.15 0.79 0.92
12 H -3.86 -0.93 0.60
13 H -4.86 -0.10 -0.42
14 H 1.83 -2.76 -0.93
15 H 0.07 -2.27 -0.29
16 H 1.28 -2.68 0.95
17 H 3.88 0.81 0.87
18 H 3.49 1.19 -0.99
19 H 3.88 -0.42 -0.21
20 H 1.31 2.60 -0.13
21 H 0.49 1.77 1.09
22 H 0.00 1.18 -0.46

=====

Here are the calculated electronic energy numbers, same order: -19630.4492; -10905.3810; -8515.1344 (eV).
Here are the calculated energy relative to the best compared isomer or geometry (same formula, charge and spin) numbers, same order: 39.5; 91.3; 183.2 (kcal/mol).